50
Properties=species:S:1:pos:R:3:forces:R:3:lowdin_charge:R:1 method="wB97M-V/def2-TZVPD" relative_energy_kcal_mol=39.5 total_charge=0 e_homo_ev=-10.24 spin_multiplicity=1
Cl -12.768331 1.484902 -24.488071 -0.7 -0.2 0.5 0.522
C -14.106580 2.369520 -23.575763 2.2 -0.1 1.0 -0.642
C -15.165776 2.649944 -24.549792 -0.6 0.9 0.0 -0.632
Cl -16.529451 3.508703 -23.662624 0.5 -0.6 -0.6 0.515
H -13.494013 3.175120 -23.170979 -0.7 0.5 -0.2 0.050
H -14.468157 1.843905 -22.691966 0.1 -0.6 -0.3 0.066
H -15.453067 1.680713 -24.957395 -0.6 0.4 -0.2 0.058
H -14.814322 3.347032 -25.310490 -0.2 -0.3 -0.1 0.076
C -11.274535 6.148060 -21.729345 -0.1 -0.1 -1.2 -0.075
C -11.463305 6.457396 -20.394107 -0.5 0.1 -0.3 -0.067
C -10.979331 7.643696 -19.858508 -1.0 0.1 -0.6 0.008
C -10.371527 8.554432 -20.739115 0.7 -1.9 2.2 -0.137
C -10.001869 8.112117 -21.990477 -0.2 2.1 -0.5 -0.017
C -10.555845 6.984213 -22.559601 1.2 0.5 0.7 -0.063
N -9.837640 9.784670 -20.135990 -0.5 2.2 0.6 -0.327
O -9.167439 10.537143 -20.835140 -0.2 -1.0 0.2 0.071
O -10.194023 10.098435 -18.985130 0.5 -1.1 -1.6 0.055
H -11.698551 5.298355 -22.243740 -0.3 -0.4 0.6 0.098
H -12.154044 5.843287 -19.835389 0.3 -0.2 0.4 0.108
H -11.240050 7.837732 -18.828571 0.3 0.5 0.0 0.118
H -9.394732 8.810711 -22.547035 0.1 -0.1 -0.3 0.119
H -10.268975 6.813689 -23.586751 -0.4 -0.5 0.0 0.112
C -16.018334 -2.395889 -22.601502 0.0 -1.2 0.1 -0.056
C -15.003745 -1.467033 -22.819851 -0.7 -0.3 0.6 -0.065
C -13.742209 -1.795508 -22.379396 0.7 0.7 -1.0 -0.026
C -13.403603 -3.077400 -22.002226 -0.4 0.5 1.1 -0.157
C -14.388165 -4.030055 -21.759686 0.5 0.7 -0.9 0.006
C -15.692696 -3.670659 -22.126151 0.7 -0.4 0.8 -0.068
N -12.012033 -3.290954 -21.573349 1.6 0.9 0.7 -0.313
O -11.378562 -2.278924 -21.161007 -1.3 -2.5 -1.0 0.051
O -11.555398 -4.431397 -21.649215 -0.6 1.4 0.2 0.076
H -17.087879 -2.276496 -22.692121 0.0 0.7 -0.6 0.109
H -15.136562 -0.475971 -23.227965 -0.4 0.0 0.1 0.092
H -13.016056 -0.996287 -22.398117 0.4 -0.3 -0.1 0.107
H -14.063625 -4.951056 -21.298356 -0.4 -0.3 -0.2 0.119
H -16.454794 -4.412743 -21.939320 -0.3 0.2 0.0 0.104
C -14.680707 -5.599382 -27.078423 -0.4 0.0 0.9 -0.093
C -14.486147 -4.756915 -26.007494 0.7 -0.7 -0.1 -0.085
C -14.721826 -3.412838 -26.101066 -0.9 1.5 -0.6 0.013
C -15.398219 -2.891674 -27.265475 0.8 -2.1 -0.2 -0.093
C -15.694952 -3.798372 -28.299187 0.7 0.6 0.0 0.009
C -15.287741 -5.133097 -28.202579 -0.3 -0.4 -0.3 -0.072
N -15.713075 -1.457307 -27.508002 -0.4 0.1 -0.5 -0.352
O -16.183442 -1.063024 -28.574554 0.5 -1.2 0.6 0.069
O -15.497429 -0.712490 -26.589172 0.4 0.5 1.1 0.066
H -14.417043 -6.637985 -26.943576 0.0 -0.1 -0.3 0.113
H -14.042994 -5.260987 -25.161372 0.1 0.7 0.5 0.110
H -14.353442 -2.828423 -25.270918 -0.4 0.6 -0.1 0.099
H -16.075447 -3.395628 -29.226228 -0.4 -0.1 0.1 0.114
H -15.427743 -5.953214 -28.891215 -0.5 0.7 -1.0 0.109

72
Properties=species:S:1:pos:R:3:forces:R:3:lowdin_charge:R:1 method="wB97M-V/def2-TZVPD" total_charge=+2 e_homo_ev="-13.86 / -13.86" spin_multiplicity=6
Fe -0.859576 0.595941 0.375549 -0.1 0.2 0.4 1.043
O 4.271874 -0.728171 -5.112446 0.1 -0.1 0.1 0.150
C 4.775115 -0.513833 -3.886202 -0.1 0.4 -0.1 -0.467
O 5.952183 -0.424233 -3.714076 0.0 -0.2 0.0 0.157
C 3.802766 -0.311789 -2.740535 0.1 -0.1 0.0 -0.098
C 4.380262 -0.164479 -1.480657 -0.1 0.0 0.1 0.029
C 3.595628 0.040964 -0.360946 0.1 -0.1 -0.2 0.015
C 2.213581 0.092405 -0.502287 -0.3 0.1 0.7 -0.272
C 1.627914 -0.039922 -1.750151 0.2 -0.1 -0.3 -0.037
C 2.423433 -0.242666 -2.871657 -0.1 0.0 0.1 0.006
N 1.322941 0.346856 0.608306 0.6 -0.2 -0.2 0.009
C 1.724068 0.349188 1.816809 -0.5 0.1 0.2 -0.019
C 0.730003 0.597817 2.891605 0.4 -0.2 -0.6 -0.225
C 1.109035 0.726473 4.207122 -0.3 0.0 0.2 0.028
C 0.109780 0.952954 5.159165 0.3 0.0 -0.1 0.005
C -1.201819 1.026389 4.742231 -0.2 0.0 0.0 0.001
C -1.502455 0.878830 3.391039 0.1 0.0 0.1 -0.058
N -0.553000 0.670288 2.480631 0.0 0.1 0.1 0.038
H 3.311743 -0.781107 -5.111370 0.0 0.0 0.0 0.094
H 5.458317 -0.204271 -1.405541 0.0 0.0 0.0 0.136
H 4.082495 0.172841 0.594961 0.0 0.0 0.0 0.114
H 0.553304 0.010325 -1.883505 0.0 0.0 0.1 0.095
H 1.932244 -0.325294 -3.833172 0.0 0.0 0.0 0.120
H 2.753075 0.169718 2.117263 0.0 0.0 0.0 0.138
H 2.149640 0.653819 4.491243 0.0 0.0 0.0 0.133
H 0.368386 1.064791 6.203314 0.0 0.0 0.0 0.132
H -2.005790 1.196537 5.444416 0.0 0.0 0.0 0.128
H -2.518879 0.927012 3.024751 0.0 0.0 0.0 0.119
C -5.111772 -0.108290 0.697686 0.0 0.0 0.0 -0.052
C -5.592869 1.180139 0.505236 0.0 0.0 0.0 -0.037
C -4.718552 2.240620 0.315204 0.0 -0.1 0.0 -0.005
C -3.345214 2.009208 0.319562 0.2 0.1 -0.1 -0.197
C -2.857143 0.714157 0.495303 -0.2 -0.3 0.0 -0.206
C -3.743078 -0.341632 0.694902 0.0 0.1 0.0 -0.105
C -2.336941 3.074664 0.092937 -0.3 0.0 0.0 -0.194
C -2.737058 4.422101 0.009427 0.1 0.0 0.0 0.023
C -1.810118 5.387567 -0.230270 0.0 0.0 0.0 0.045
C -0.458850 5.029098 -0.406825 0.0 0.2 0.0 -0.142
C 0.528294 6.003794 -0.686181 0.0 0.0 0.0 -0.003
C 1.828883 5.641498 -0.874520 0.0 -0.1 0.0 -0.041
C 2.180164 4.279559 -0.792788 0.0 0.1 0.0 -0.035
C 1.242274 3.322878 -0.514318 0.0 -0.1 0.0 -0.018
C -0.105920 3.668022 -0.306682 0.0 -0.2 0.1 -0.173
N -1.059525 2.697008 -0.028899 0.0 0.2 -0.3 0.071
H -5.805341 -0.926653 0.840516 0.0 0.0 0.0 0.117
H -6.658913 1.362643 0.495874 0.0 0.0 0.0 0.121
H -5.132404 3.224677 0.149462 0.0 0.0 0.0 0.112
H -3.372995 -1.348657 0.844142 0.0 0.0 0.0 0.087
H -3.774015 4.682595 0.140992 0.0 0.0 0.0 0.113
H -2.099375 6.429091 -0.298394 0.0 0.0 0.0 0.138
H 0.224477 7.040630 -0.753474 0.0 0.0 0.0 0.128
H 2.584384 6.382595 -1.094014 0.0 0.0 0.0 0.120
H 3.207246 3.982363 -0.960823 0.0 0.0 0.0 0.118
H 1.543627 2.291798 -0.486127 0.0 0.1 0.0 0.063
N -0.812231 -1.417966 -0.050402 0.1 -0.1 -0.2 0.143
C -0.760686 -2.560177 -0.267442 -0.1 0.0 0.0 -0.178
N -0.705898 -3.820709 -0.508520 0.0 -0.1 0.0 -0.058
C -0.430463 -4.337302 -1.876183 -0.1 0.1 0.1 -0.106
C 0.715708 -5.328913 -1.814020 0.1 0.0 0.0 -0.171
C 0.426917 -6.426036 -0.793681 -0.1 0.0 0.0 -0.185
C 0.175387 -5.830222 0.589268 0.0 0.0 0.0 -0.170
C -0.965557 -4.829248 0.553370 -0.1 0.1 -0.1 -0.108
H -0.223233 -3.486067 -2.522590 0.0 0.0 0.0 0.127
H -1.350819 -4.813212 -2.223424 0.0 0.0 0.0 0.138
H 1.632810 -4.798262 -1.541292 0.0 0.0 0.0 0.122
H 0.869175 -5.748614 -2.808816 0.0 0.0 0.0 0.126
H 1.255072 -7.131964 -0.753963 0.0 0.0 0.0 0.122
H -0.453701 -6.994614 -1.109710 0.0 0.0 0.0 0.125
H 1.079039 -5.331529 0.951131 0.0 0.0 0.0 0.122
H -0.073086 -6.610370 1.309607 0.0 0.0 0.0 0.126
H -1.090795 -4.299303 1.496183 0.0 0.0 0.0 0.129
H -1.913147 -5.314340 0.306669 0.0 0.0 0.0 0.137

72
Properties=species:S:1:pos:R:3:forces:R:3:lowdin_charge:R:1 method="wB97M-V/def2-TZVPD" total_charge=+1 e_homo_ev="-12.37 / -12.37" spin_multiplicity=1
Au 0.004310 -0.120513 0.232237 0.0 -0.2 -0.2 1.349
C -4.267870 1.953256 -0.964651 0.0 0.0 0.0 -0.036
C -3.644983 0.683142 -0.384134 0.0 0.1 0.0 -0.370
C -4.706941 -0.246927 0.206657 0.1 0.0 0.0 -0.038
C -2.838795 -0.025512 -1.423062 0.0 0.0 -0.1 -0.232
C -3.244148 -0.421095 -2.701984 0.0 0.0 0.1 0.025
C -2.144128 -1.014309 -3.276104 0.0 0.0 0.0 -0.024
N -1.129734 -0.982929 -2.402175 0.1 -0.1 0.0 -0.014
N -1.559512 -0.380642 -1.269759 -0.2 0.0 0.4 0.037
B 0.331213 -1.433061 -2.595922 0.1 0.2 -0.1 -0.485
N 1.303465 -0.233929 -2.492930 -0.2 -0.1 0.0 -0.017
C 2.091945 0.300770 -3.436150 0.0 -0.1 0.0 -0.034
C 2.786862 1.351726 -2.886586 0.0 0.1 0.0 0.018
C 2.367056 1.432507 -1.553079 0.0 -0.1 -0.1 -0.238
N 1.480321 0.457886 -1.339096 0.2 0.3 0.3 0.042
C 2.831431 2.429773 -0.533335 0.0 0.0 0.0 -0.353
C 2.929355 1.851538 0.874007 0.0 0.0 0.0 -0.068
C 1.967480 3.695925 -0.571738 0.0 0.0 0.0 -0.039
N 0.691535 -2.387361 -1.436350 -0.1 -0.2 -0.1 0.001
C 1.102254 -3.657028 -1.442298 0.1 0.1 0.1 -0.008
C 1.364234 -4.047278 -0.143115 0.0 0.1 0.1 0.031
C 1.082773 -2.938028 0.653038 0.1 0.0 0.0 -0.210
N 0.672659 -1.954359 -0.167526 -0.1 0.0 0.2 -0.046
C 1.252970 -2.768809 2.131971 0.0 -0.1 0.0 -0.340
C 0.901207 -1.357235 2.581377 0.1 0.1 -0.1 -0.065
C 2.688232 -3.110553 2.540544 0.0 0.0 0.0 -0.040
H -4.780484 2.506842 -0.179202 0.0 0.0 0.0 0.090
H -4.998614 1.710404 -1.735864 0.0 0.0 0.0 0.084
H -3.510145 2.603807 -1.399217 0.0 0.0 0.0 0.092
H -2.957406 0.986110 0.405719 -0.1 0.0 -0.2 0.075
H -5.457296 -0.493730 -0.544267 0.0 0.0 0.0 0.090
H -5.214933 0.244337 1.036317 0.0 0.0 0.0 0.089
H -4.272704 -1.180288 0.567949 0.0 0.0 0.0 0.075
H -4.216025 -0.282393 -3.138589 0.0 0.0 0.0 0.121
H -2.007662 -1.446312 -4.251570 0.0 0.0 -0.1 0.136
H 0.453126 -1.992502 -3.640244 0.0 0.0 0.0 0.130
H 2.114810 -0.115007 -4.428092 0.0 0.0 0.0 0.133
H 3.514657 1.980875 -3.366559 0.0 0.0 0.0 0.119
H 3.839401 2.708845 -0.853468 0.0 0.0 0.0 0.142
H 1.944302 1.584633 1.262817 0.0 0.0 0.0 0.032
H 3.335759 2.600283 1.552255 0.0 0.0 0.0 0.091
H 3.572764 0.971584 0.905886 0.0 0.0 0.0 0.083
H 0.941656 3.484318 -0.275412 0.0 0.0 0.0 0.058
H 1.958242 4.127255 -1.572093 0.0 0.0 0.0 0.087
H 2.373226 4.439784 0.113573 0.0 0.0 0.0 0.089
H 1.198868 -4.190696 -2.370739 0.0 0.0 -0.1 0.141
H 1.715842 -5.004788 0.194067 0.0 0.0 0.0 0.123
H 0.574053 -3.474849 2.620659 0.0 0.1 0.0 0.155
H 1.617689 -0.630143 2.177315 0.1 0.0 0.0 0.073
H 0.939759 -1.248994 3.664976 -0.1 0.0 0.0 0.113
H -0.136215 -1.114318 2.301791 -0.2 0.0 0.1 0.039
H 3.395918 -2.440511 2.050446 0.0 0.0 0.0 0.094
H 2.945574 -4.132837 2.272558 0.0 0.0 0.0 0.084
H 2.804436 -3.005647 3.618254 0.0 0.0 0.0 0.091
O -1.312248 3.615877 1.354876 0.1 0.2 0.0 0.150
C -1.229159 2.426140 1.468888 -0.2 -0.2 0.0 -0.536
O -0.501756 1.746354 0.578207 0.1 0.1 -0.3 -0.201
C -1.922328 1.720986 2.604071 0.1 0.0 0.1 -0.092
C -2.250833 0.378155 2.585028 0.1 -0.1 0.0 -0.004
C -2.849634 -0.199534 3.688109 0.1 0.1 0.1 -0.104
C -3.181994 0.522548 4.814696 0.0 0.0 0.0 0.109
C -2.871127 1.870264 4.792022 0.0 -0.1 -0.1 -0.087
C -2.250653 2.484272 3.723694 0.0 0.0 0.0 0.104
N -3.211177 2.684241 5.980784 0.0 -0.1 -0.2 -0.353
O -2.932968 3.856239 5.937808 0.1 0.3 0.0 0.115
O -3.746084 2.111388 6.897039 -0.2 -0.2 0.3 0.111
N -3.095845 -1.650481 3.655230 -0.2 0.2 -0.1 -0.343
O -2.775357 -2.235221 2.638913 0.2 -0.2 -0.2 0.065
O -3.601841 -2.154350 4.621915 -0.1 -0.1 0.3 0.131
H -2.088498 -0.247718 1.717941 0.0 0.0 0.1 0.076
H -3.652306 0.064594 5.673223 0.0 0.0 0.0 0.143
H -2.025247 3.541310 3.751458 0.0 0.0 0.0 0.144

12
Properties=species:S:1:pos:R:3:forces:R:3:lowdin_charge:R:1 method="wB97M-V/def2-TZVPD" relative_energy_kcal_mol=42.7 total_charge=0 e_homo_ev=-9.50 spin_multiplicity=1
C 0.166705 0.083760 0.350043 0.0 0.7 0.0 -0.573
C 1.384183 0.366583 -0.396967 1.0 -0.7 -0.1 -0.531
C -1.078541 0.135670 -0.570193 -0.3 -0.3 1.2 -0.557
C -0.879734 1.169328 0.478012 0.8 0.2 -0.8 -0.212
H 1.029839 -1.331481 1.214273 -0.2 0.0 0.2 0.057
H 1.314176 1.164274 -1.126356 0.0 0.2 0.0 0.074
H -0.901691 0.383300 -1.585225 0.0 0.3 -0.7 0.106
H -1.424080 1.181528 1.406775 -0.3 -0.1 0.0 0.163
O 0.211524 -0.815666 1.373824 0.4 -0.4 -0.1 0.003
F -0.552508 2.425021 0.003630 -0.2 -0.3 0.3 0.019
S 2.752248 -0.526317 -0.280749 -0.9 0.6 0.1 0.747
Cl -2.254677 -1.106379 -0.329772 -0.3 -0.2 -0.1 0.704

In eV, the total energy values for the records above are, in order, -62838.654, -81664.392, -54991.061, -32333.633.
In Eh/bohr, the largest force on an atom values for the records above are, in order, 0.059, 0.015, 0.009, 0.026.